1.
{
  "formula": "C5H12N2OS2",
  "method": "ωB97M-V with the def2-TZVPD basis set",
  "species": ["C", "C", "C", "C", "C", "H", "H", "H", "H", "H", "H", "H", "H", "H", "H", "H", "H", "N", "N", "O", "S", "S"],
  "coordinates": [[-3.7029, -1.0167, -0.5867], [-2.6647, -0.1832, -1.2894], [-0.1369, -0.3996, 0.1541], [0.6971, 0.1008, 1.3009], [3.1809, 0.7019, 0.2073], [-3.3123, -1.5239, 0.2726], [-4.4705, -0.3994, -0.1744], [-4.1507, -1.7281, -1.3003], [-2.0143, -0.7995, -1.9561], [-3.1506, 0.5977, -1.8849], [0.4517, -0.4752, -0.7554], [-0.5712, -1.3703, 0.2936], [1.3381, -0.7439, 1.7212], [0.0063, 0.4850, 2.0662], [5.1361, 1.1888, 0.0214], [4.1766, 2.4361, 0.4680], [3.9449, -0.8645, -0.6164], [4.2120, 1.5686, -0.0245], [3.0997, -0.5164, -0.1008], [-2.2535, 0.7574, 1.2535], [-1.5862, 0.6928, -0.1057], [1.7704, 1.4917, 1.0358]],
  "orbital_gap_ev": 9.12,
  "e_above_lowest_kcal_mol": 0.00,
  "e_homo_ev": -8.47,
  "fmax_ev_per_a": 1.8,
  "lumo_ev": 0.6512,
  "spin_multiplicity": 1
}

=====

2.
{
  "formula": "C5H12N3O",
  "method": "ωB97M-V with the def2-TZVPD basis set",
  "species": ["C", "C", "C", "C", "C", "N", "N", "N", "O", "H", "H", "H", "H", "H", "H", "H", "H", "H", "H", "H", "H"],
  "coordinates": [[-0.8258, 0.4492, 2.0824], [-0.1266, -0.9762, 0.7461], [-2.0741, 0.3126, -0.0306], [1.7403, -1.8498, 2.1482], [0.7262, 1.2697, -3.4983], [0.1930, -0.1896, 2.7000], [-1.0688, -0.0583, 0.9127], [0.6074, -1.0553, 1.8760], [0.4213, 1.5098, -2.1409], [-1.4798, 1.0125, 2.6900], [0.0169, -1.4444, -0.2206], [-1.5000, 0.9042, -0.8031], [-2.6185, -0.5577, -0.4908], [-2.9197, 0.8820, 0.5155], [1.8512, -2.7665, 1.5021], [2.6161, -1.2562, 2.0594], [1.7070, -2.1160, 3.2283], [1.0876, 0.3204, -3.4133], [1.3929, 1.9407, -3.9692], [-0.1914, 1.2925, -4.0323], [0.4450, 2.3764, -1.8614]],
  "charge": 1,
  "orbital_gap_ev": 10.36,
  "e_above_lowest_kcal_mol": 69.73,
  "e_homo_ev": -13.65,
  "fmax_ev_per_a": 4.7,
  "lumo_ev": -3.2860,
  "spin_multiplicity": 1
}

=====

3.
{
  "formula": "C5H12N3O",
  "method": "ωB97M-V with the def2-TZVPD basis set",
  "species": ["C", "C", "C", "C", "C", "N", "N", "N", "O", "H", "H", "H", "H", "H", "H", "H", "H", "H", "H", "H", "H"],
  "coordinates": [[-0.8363, 0.9887, 0.7390], [0.6984, -0.9107, -0.5356], [0.1048, -1.2194, 0.9044], [1.2105, -1.7284, 1.7087], [-0.6553, 1.1207, -2.9849], [-0.2446, -0.3403, -1.3509], [-0.2432, 0.1098, 1.4876], [-1.1798, 2.1114, 1.3183], [0.3238, 0.4934, -2.1352], [1.6370, -0.3175, -0.4910], [1.0361, -1.8954, -1.0478], [-0.7280, -1.9398, 0.9052], [1.7150, -2.6990, 1.2835], [0.8415, -1.9316, 2.6316], [2.0723, -0.9939, 1.8160], [-0.1745, 1.1929, -3.9009], [-1.0403, 1.9808, -2.4697], [-1.5982, 0.5366, -3.0532], [0.0223, 0.3292, 2.4282], [-1.3888, 2.7615, 0.5358], [-1.5724, 2.3511, 2.2108]],
  "charge": 1,
  "orbital_gap_ev": [7.77, 7.20],
  "e_above_lowest_kcal_mol": 148.76,
  "e_homo_ev": [-13.06, -12.80],
  "fmax_ev_per_a": 4.8,
  "lumo_ev": [-5.2920, -5.5957],
  "spin_multiplicity": 1
}

=====

4.
{
  "formula": "C5H12N3O",
  "method": "ωB97M-V with the def2-TZVPD basis set",
  "species": ["C", "C", "C", "C", "C", "N", "N", "N", "O", "H", "H", "H", "H", "H", "H", "H", "H", "H", "H", "H", "H"],
  "coordinates": [[-0.9259, -0.9778, -1.0064], [1.7669, -0.7211, -1.2162], [-0.4420, 1.9023, 1.0999], [-1.0323, -0.3983, 2.1937], [-1.0780, 0.4557, 0.8792], [-0.4267, -0.2503, -0.1756], [-0.1485, -1.8694, -1.8492], [2.4413, 0.4377, -1.4767], [1.0442, -1.1131, -2.1470], [-1.9008, -1.4106, -1.2495], [1.6879, -1.0485, -0.2199], [-0.4700, 2.4331, 0.1791], [-0.9337, 2.5296, 1.7350], [0.5611, 1.7965, 1.3724], [-0.0733, -0.5612, 2.3517], [-1.5837, -1.2834, 1.9976], [-1.5277, 0.1540, 2.9980], [-1.9795, 0.6301, 0.3362], [-0.6023, -2.2029, -2.6503], [3.0331, 0.7532, -0.6833], [2.5898, 0.7444, -2.4689]],
  "smiles": "CC(C)/N=C/NOC=[NH2+]",
  "charge": 1,
  "orbital_gap_ev": 9.79,
  "e_above_lowest_kcal_mol": 120.24,
  "e_homo_ev": -13.70,
  "fmax_ev_per_a": 5.8,
  "lumo_ev": -3.9112,
  "spin_multiplicity": 1
}

=====

The records above give, respectively, total energy values of -1178.8024; -436.9177; -436.7917; -436.8372 hartree.